45
Properties=species:S:1:pos:R:3:forces:R:3 method="wB97M-V/def2-TZVPD" s2=0.90 gap_ev="6.800 / 5.484" fmax_ev_per_a=2.72 spin_multiplicity=2 homo_ha="-0.1788 / -0.1752" total_charge=-1
Ru 0.12181 1.07554 -1.45106 1.4 1.9 1.4
S 5.14021 6.27724 -1.32936 -0.5 -0.6 0.0
C 3.98311 5.10214 -1.53566 0.5 0.5 -0.5
S 2.26461 5.46384 -1.52696 0.9 -0.6 0.2
C 1.74481 3.80014 -1.65886 -0.8 -0.1 0.1
C 2.71621 2.85424 -1.85276 0.0 -0.7 -0.2
S 2.39691 1.16864 -2.02456 -0.7 0.5 0.2
S 4.36171 3.43454 -1.95296 -0.4 0.9 0.5
S 0.06961 3.43244 -1.55576 0.5 -0.4 -0.1
C 2.21501 1.58174 1.54014 0.1 -0.1 -0.1
C 0.78711 1.36274 1.90524 -0.2 0.0 -1.5
C 0.37271 1.27884 3.22774 -1.3 -0.1 0.8
C -0.97289 1.16064 3.53734 1.0 0.1 -0.3
C -1.91409 1.12904 2.49634 -0.3 0.0 -0.2
C -3.31339 1.09934 2.66294 -0.6 0.0 -0.2
Br -4.05969 1.08094 4.40474 -0.1 0.0 0.2
C -4.18709 1.10164 1.59284 0.5 0.0 0.8
C -3.68469 1.10254 0.30614 0.9 -0.1 -0.5
Br -4.85899 1.10624 -1.16086 -0.1 0.0 -0.1
C -2.29819 1.10134 0.03684 -0.9 0.1 -0.1
O -1.85299 1.09344 -1.16576 -0.5 0.1 0.0
C -1.41489 1.15004 1.16864 -0.3 0.1 0.3
N -0.09679 1.27274 0.90734 0.7 -0.4 -1.0
H 2.84221 1.61034 2.42704 0.1 0.0 0.1
H 2.31781 2.52524 1.00034 0.0 0.0 0.0
H 2.54941 0.77574 0.88584 0.0 0.0 0.0
H 1.10661 1.32404 4.01514 0.1 0.0 0.1
H -1.29919 1.11624 4.56474 0.0 0.0 0.1
H -5.25449 1.10654 1.75324 0.0 0.0 0.0
O 1.60061 -1.32376 0.23134 0.0 -0.4 0.1
C 0.81691 -1.74066 -0.60996 0.4 0.2 0.4
N 0.14511 -0.95626 -1.46826 -0.7 -0.5 -0.4
S -0.95099 -1.77646 -2.39376 -0.2 -0.2 0.5
O -2.28289 -1.58736 -1.89116 0.0 -0.3 -0.1
O -0.72359 -1.51646 -3.78496 0.2 0.0 -0.2
C -0.38569 -3.39736 -1.87646 0.4 0.7 0.4
C -0.75349 -4.66566 -2.26006 -0.1 -0.1 -0.2
C -0.21939 -5.74116 -1.55756 0.0 0.1 -0.1
C 0.64521 -5.53216 -0.49016 0.0 -0.1 0.0
C 1.02171 -4.25206 -0.12046 -0.1 0.3 -0.1
C 0.50431 -3.18036 -0.83436 0.1 -0.7 0.0
H -1.43499 -4.81286 -3.08336 -0.1 -0.1 -0.1
H -0.48199 -6.75076 -1.83826 -0.1 -0.1 0.0
H 1.02411 -6.38426 0.05374 0.1 -0.1 0.1
H 1.69251 -4.07046 0.70544 0.1 0.0 0.0